1.
This record from OMol25 describes a molecular structure, C50H47HgN6O2P. The level of theory is ωB97M-V/def2-TZVPD.

Structure (XYZ):
```
107
Properties=species:S:1:pos:R:3
C -5.01582 -2.08025 -0.63988
H 1.31549 3.33669 -4.04187
N -6.38833 5.25173 -7.49249
H 4.83083 -1.12202 3.31903
C -4.13277 -2.59101 5.01001
H -4.14817 2.61720 -7.61114
H 5.07125 -1.04071 -4.85352
C 5.08656 -0.01477 -1.62093
C 3.26579 -1.51531 -2.02591
C -0.82553 4.14602 0.24597
C -5.81466 4.53037 -6.80601
C 1.29173 -1.06798 5.27311
C -2.81070 -0.54031 -3.97294
C 0.64252 0.39889 -2.44948
C 3.67021 1.02754 1.29284
P 3.32022 -0.70353 0.59035
H -4.95946 -2.81334 -1.43920
H 0.72679 -0.66758 -2.62081
H 5.67795 0.59817 -0.95189
H -0.30810 -4.43432 4.58928
H -6.42146 0.86288 0.20553
N -2.46152 -0.31195 -1.76548
H 1.88290 -4.34353 5.78168
N 0.11104 -1.10314 4.65416
C -5.24389 3.63988 -4.58124
H 4.15847 -3.40741 -0.28325
H -5.03985 0.38748 2.23642
N -2.36063 -1.91223 2.91300
H 0.46231 5.24419 -2.70404
H 3.27456 -1.92386 3.09022
C -5.09183 -2.85383 6.19092
C -4.28141 2.63577 -6.53870
H 6.31932 0.44260 -3.31476
C -5.82575 -0.96371 -0.76327
C -0.46481 -2.29448 4.46352
C -3.82407 1.71057 -4.36498
H -3.20174 1.65366 -1.60881
C 1.09115 1.29647 -3.45233
C 3.66855 -1.65999 -3.34869
O -5.84014 -1.88447 6.44123
C -0.42253 5.03859 -0.77537
C -5.82284 -0.04005 0.27125
H 4.74485 -2.88735 3.28547
C 4.76465 -0.95082 -3.81748
H 3.22160 3.03240 0.62064
C 5.06140 1.32482 1.85839
C -1.92088 -2.30219 4.11414
H 5.85633 1.11852 1.13855
H 5.11509 2.38960 2.11475
C -4.31634 -1.47793 1.45368
C 1.38859 -3.43414 5.46121
C -4.61397 2.70015 -3.78864
H 5.26903 0.76014 2.76668
H -1.93174 -2.14642 -2.74782
C 4.00657 -3.32359 0.79470
C -2.99494 0.78088 -2.21351
C -0.06121 2.26842 -1.09002
C 2.60396 1.19454 2.41826
H 2.39157 -2.04235 -1.65900
H 1.81477 1.88235 2.10397
H 3.12046 -2.31720 -4.01502
C -3.69363 -1.88594 2.75397
N -3.23748 0.71624 -3.56424
H -5.86478 4.40163 -4.12938
C 0.12040 0.88081 -1.29228
H 2.45762 1.77188 -0.36006
C 5.46786 -0.12219 -2.95221
H 1.71075 -0.07872 5.43476
C 0.15050 4.56045 -1.92043
C 0.95621 2.64711 -3.28566
H 4.54383 -4.14671 1.27838
H 4.17590 2.11304 -0.54690
O -4.97232 -3.97920 6.71995
C 1.94970 -2.19672 5.73394
H 3.05402 1.58982 3.33439
H -2.90155 -0.88807 -4.98857
C 3.36692 2.04040 0.17918
C -5.06010 -0.29821 1.39859
H 2.94018 -3.44374 1.00210
C 3.97001 -0.69957 -1.13697
H -1.28142 4.53579 1.14911
C 0.16951 -3.48730 4.80750
H 6.55013 -2.70662 1.37497
C 0.35076 3.16900 -2.11294
H -0.95651 2.09838 0.85892
H -4.75653 2.72411 -2.71586
C 6.00128 -1.85224 0.95779
C -2.75931 -2.64600 5.17000
Hg -0.52181 -0.73865 0.56977
C -4.59390 -2.21247 3.76048
C -5.10273 3.60319 -5.96491
C 4.52584 -1.97973 1.32842
H -0.57169 6.10358 -0.64432
C -2.34280 -1.15114 -2.85231
H -5.65890 -2.17643 3.56236
H 2.10697 0.25716 2.67340
C -3.64205 1.70357 -5.74378
H 1.55466 0.89565 -4.34923
H -6.44738 -0.82462 -1.64050
H 6.14520 -1.86176 -0.12272
H -2.33667 -2.93777 6.12420
C -0.64641 2.79978 0.09014
C 4.33664 -1.97080 2.84436
H 2.87942 -2.10920 6.28081
H -2.99313 0.97013 -6.20319
N -4.27686 -2.34369 0.43794
H 6.45225 -0.94297 1.36059
```

2S+1: 2
Net charge: -1
Maximum force, eV/A: 0.90
Relative energy (zero: lowest compared OMol25 entry of this formula, charge and spin), kcal/mol: 34.2
Gap between HOMO and LUMO (spin up / spin down), eV: 6.005 / 6.407

Mulliken atomic charge list, values in e, 99 entries: atom 1 (C): -0.362, atom 2 (H): 0.399, atom 3 (N): -0.522, atom 4 (H): 0.174, atom 5 (C): 0.011, atom 6 (H): 0.426, atom 7 (H): 0.372, atom 8 (C): -0.239, atom 9 (C): -0.914, atom 10 (C): -0.825, atom 11 (C): 0.038, atom 12 (C): -0.207, atom 13 (C): -0.152, atom 14 (C): 0.319, atom 15 (C): 2.682, atom 16 (P): -0.244, atom 17 (H): 0.457, atom 18 (H): 0.609, atom 19 (H): 0.227, atom 20 (H): 0.517, atom 21 (H): 0.424, atom 22 (N): 0.250, atom 23 (H): 0.409, atom 24 (N): -0.372, atom 25 (C): -1.002, atom 26 (H): 0.377, atom 27 (H): 0.529, atom 28 (N): -0.086, atom 29 (H): 0.432, atom 30 (H): 0.291, atom 31 (C): 0.147, atom 32 (C): -0.951, atom 33 (H): 0.450, atom 34 (C): -0.396, atom 35 (C): 0.048, atom 36 (C): 1.157, atom 37 (H): 0.393, atom 38 (C): -1.119, atom 39 (C): -0.609, atom 40 (O): -0.707, atom 41 (C): -0.673, atom 42 (C): -0.425, atom 43 (H): 0.561, atom 44 (C): -0.639, atom 45 (H): 0.652, atom 46 (C): -1.965, atom 47 (C): 0.303, atom 48 (H): 0.144, atom 49 (H): 0.560, atom 50 (C): -0.035, atom 51 (C): -0.380, atom 52 (C): -0.206, atom 53 (H): 0.389, atom 54 (H): 0.537, atom 55 (C): -1.902, atom 56 (C): -0.749, atom 57 (C): 3.457, atom 58 (C): -1.292, atom 59 (H): 0.569, atom 60 (H): 0.121, atom 61 (H): 0.412, atom 62 (C): 0.319, atom 63 (N): 0.593, atom 64 (H): 0.430, atom 65 (C): -2.510, atom 66 (H): 0.541, atom 67 (C): -0.766, atom 68 (H): 0.398, atom 69 (C): -1.086, atom 70 (C): -1.281, atom 71 (H): 0.529, atom 72 (H): 0.350, atom 73 (O): -0.715, atom 74 (C): -0.474, atom 75 (H): 0.408, atom 76 (H): 0.455, atom 77 (C): -2.489, atom 78 (C): -0.494, atom 79 (H): 0.351, atom 80 (C): 1.111, atom 81 (H): 0.453, atom 82 (C): -0.525, atom 83 (H): 0.531, atom 84 (C): 1.396, atom 85 (H): 0.326, atom 86 (H): 0.440, atom 87 (C): -1.755, atom 88 (C): -0.381, atom 89 (Hg): 0.142, atom 90 (C): -0.240, atom 91 (C): 0.425, atom 92 (C): 2.204, atom 93 (H): 0.404, atom 94 (C): -1.418, atom 95 (H): 0.420, atom 96 (H): 0.079, atom 97 (C): -0.525, atom 98 (H): 0.471, atom 99 (H): 0.439

2.
This record from OMol25 describes a molecular structure, C50H48BrN6OS3SeSiTl. The level of theory is ωB97M-V/def2-TZVPD.

Structure (XYZ):
```
112
Properties=species:S:1:pos:R:3
N 2.21190 0.42567 2.70454
C 3.76563 -0.91746 -1.80866
H -3.03646 3.93557 0.95808
S -1.27798 -1.62086 2.90084
C -1.90584 -5.32476 -5.22786
H -6.86358 -0.55858 -0.92484
H 3.02926 4.85385 3.63720
C 1.08730 -4.43637 1.14362
C -0.45574 -3.10869 2.44722
H -6.09931 0.30769 1.30972
S -0.06164 -1.89100 -2.89078
C -4.67971 3.57213 2.27600
C -0.23141 -5.49931 2.83220
C -3.54759 -1.18530 -1.08352
C -5.82416 -0.60447 -0.62719
C -1.77282 4.03740 -3.22293
Br 5.95796 0.79483 1.07641
C -2.36201 5.47815 -6.68874
H 1.19348 -6.52538 1.58518
C -1.62624 1.64368 -2.44009
H -1.29651 0.65921 -2.78933
C 3.68743 -0.73110 4.17955
C -1.94654 4.92522 -4.27434
C -0.81530 -4.28188 3.12126
N -2.98640 -2.62512 -2.95396
C -3.00822 1.77442 3.55524
H -0.53209 -6.38430 3.37837
H -2.38957 4.38577 -1.19443
C 2.42793 -0.28416 3.80336
C -4.05913 -0.19222 0.90707
C -1.93756 2.19685 -4.81732
H -1.92576 5.98986 -4.06890
H 0.09513 -5.73038 -5.88481
H 2.85517 3.99411 5.95114
H 5.77372 -0.74768 3.63124
H -2.00770 0.60910 -6.24747
N -3.14220 -0.68643 0.08866
C -2.71093 -4.50831 -4.44403
H -3.70081 0.15884 1.86329
C 4.77412 -0.42166 3.37967
H 1.88784 3.17890 -4.40291
O -1.84753 1.80340 -1.25457
C 4.69110 1.58958 -4.22661
H -0.99044 0.24711 -4.85120
C -2.12435 3.12474 -5.83535
C -5.13952 2.86959 3.37925
H -1.65394 6.30536 -6.63006
H 4.50825 -1.66409 -2.08307
N 3.52691 2.09861 -3.69132
H -2.25895 5.00687 -7.66503
H -3.90947 -2.98660 -2.79176
C 2.26889 4.12647 3.89220
H 1.08111 -3.88653 -4.56907
C -1.91568 0.73085 -5.16901
H 1.82949 -4.49061 0.35613
C -2.49911 -1.77096 -1.98221
H -2.25367 2.77283 -6.85247
H 5.23650 2.10257 -4.99689
C 4.92868 0.41395 -3.60878
C 0.31891 2.26368 4.52736
C 2.89870 3.35750 -4.03769
H 1.55049 -0.53344 4.38970
H -0.41801 1.51578 4.79318
H -5.18901 -1.50914 -2.45349
C -2.13744 4.48886 -5.57946
H -5.33003 4.27486 1.77084
H -2.38710 1.03249 4.04485
Se 1.53608 1.51799 -1.72833
C 3.24582 0.72248 1.92872
C 0.52073 -3.19332 1.44048
Si -0.76356 2.23406 1.84404
H -6.14885 3.02215 3.74008
C -4.29896 1.96946 4.02166
C -5.41121 -0.12359 0.59688
C -3.38237 3.37912 1.81988
H 3.04256 1.29202 1.02624
C 0.01153 -4.05698 -4.54674
C 1.19110 2.71341 5.50379
C -2.52456 2.47707 2.44564
H 2.83789 3.99264 -3.15528
C -0.78985 -3.22678 -3.77944
H -1.34414 5.64222 -1.88406
H 5.72146 -0.30003 -3.73547
C -2.15849 -3.45956 -3.72939
C 3.05012 1.25998 -2.74425
H -4.65103 1.41169 4.88024
H -1.57528 -4.21315 3.88935
Tl -0.53665 -0.11956 0.93006
C 0.40407 2.73315 3.21537
C -0.54143 -5.09692 -5.28303
H 3.81216 -1.31394 5.08162
H 2.76612 -1.33100 -1.89472
C 4.53535 0.32200 2.23642
C 0.73029 -5.57886 1.83194
H -2.73730 0.18305 -4.70213
H 3.49770 3.83754 -4.80749
S 1.14056 -1.82601 0.51229
N -1.29154 -1.41308 -1.82085
H -0.50936 3.17206 0.72937
H -3.77894 -4.68699 -4.39134
H -2.34916 -6.13591 -5.78843
C 1.38884 3.67510 2.91753
H 1.48421 4.05105 1.90514
H 1.11355 2.32997 6.51358
C -1.78314 2.66042 -3.50090
H -3.36517 5.90489 -6.62783
H 3.92150 -0.60038 -0.78010
C -1.53344 4.56918 -1.84223
C 2.17148 3.64551 5.18780
H -0.68222 4.07602 -1.37434
N 3.90590 0.21248 -2.70817
C -4.87974 -1.15524 -1.48080
```

Maximum force, eV/A: 0.80
Relative energy (zero: lowest compared OMol25 entry of this formula, charge and spin), kcal/mol: 27.0
Gap between HOMO and LUMO, eV: 6.761

Mulliken atomic charge list, values in e, 99 entries: atom 1 (N): 0.511, atom 2 (C): -0.260, atom 3 (H): 0.173, atom 4 (S): -0.486, atom 5 (C): -0.584, atom 6 (H): 0.429, atom 7 (H): 0.410, atom 8 (C): -0.945, atom 9 (C): 0.769, atom 10 (H): 0.514, atom 11 (S): 0.060, atom 12 (C): -0.562, atom 13 (C): -0.642, atom 14 (C): 0.505, atom 15 (C): -0.861, atom 16 (C): 0.912, atom 17 (Br): -0.185, atom 18 (C): -1.568, atom 19 (H): 0.370, atom 20 (C): 0.168, atom 21 (H): -0.046, atom 22 (C): -1.099, atom 23 (C): -1.066, atom 24 (C): -0.830, atom 25 (N): 0.117, atom 26 (C): -0.225, atom 27 (H): 0.362, atom 28 (H): 0.209, atom 29 (C): -0.245, atom 30 (C): -0.329, atom 31 (C): 0.628, atom 32 (H): 0.377, atom 33 (H): 0.391, atom 34 (H): 0.394, atom 35 (H): 0.444, atom 36 (H): 0.404, atom 37 (N): 0.583, atom 38 (C): -0.685, atom 39 (H): 0.599, atom 40 (C): -0.203, atom 41 (H): 0.329, atom 42 (O): -0.123, atom 43 (C): -0.441, atom 44 (H): 0.160, atom 45 (C): -1.136, atom 46 (C): -0.584, atom 47 (H): 0.369, atom 48 (H): 0.351, atom 49 (N): 0.239, atom 50 (H): 0.364, atom 51 (H): 0.277, atom 52 (C): -0.675, atom 53 (H): 0.477, atom 54 (C): -1.081, atom 55 (H): 0.458, atom 56 (C): 0.182, atom 57 (H): 0.312, atom 58 (H): 0.433, atom 59 (C): -0.466, atom 60 (C): -0.194, atom 61 (C): -0.880, atom 62 (H): 0.442, atom 63 (H): 0.333, atom 64 (H): 0.487, atom 65 (C): 0.732, atom 66 (H): 0.427, atom 67 (H): -0.066, atom 68 (Se): -0.331, atom 69 (C): -0.227, atom 70 (C): -0.003, atom 71 (Si): 0.542, atom 72 (H): 0.392, atom 73 (C): -0.599, atom 74 (C): -1.128, atom 75 (C): 0.016, atom 76 (H): 0.547, atom 77 (C): -0.552, atom 78 (C): -0.692, atom 79 (C): 0.755, atom 80 (H): 0.298, atom 81 (C): 0.739, atom 82 (H): 0.372, atom 83 (H): 0.500, atom 84 (C): -0.599, atom 85 (C): -0.316, atom 86 (H): 0.414, atom 87 (H): 0.454, atom 88 (Tl): 1.071, atom 89 (C): 0.507, atom 90 (C): -0.735, atom 91 (H): 0.451, atom 92 (H): -0.054, atom 93 (C): -0.463, atom 94 (C): -0.695, atom 95 (H): 0.202, atom 96 (H): 0.301, atom 97 (S): -0.107, atom 98 (N): 0.154, atom 99 (H): -0.445

Which of these has the highest maximum force?
C50H47HgN6O2P